The following is a quantum chemistry calculation of a molecular structure, C42H42CuO2P2 in a non-equilibrium geometry, from OMol25.

Each line ends with the Mulliken spin population.
Element x y z (Å)
Cu -2.21151 -1.46754 -2.03384  -0.02
C -3.26522 -1.02997 -3.63274  -0.03
C -2.94103 0.09869 -2.87002  0.00
C -3.74202 0.69824 -1.74926  -0.02
C -4.32771 -0.34336 -0.72622  0.02
C -3.47591 -1.57072 -0.52069  0.01
C -3.39219 -2.76588 -1.25019  -0.02
C -4.22050 -3.11500 -2.46133  0.02
C -4.46722 -1.93521 -3.44186  -0.01
C 1.71429 -0.52579 2.86799  0.03
H -2.73092 -1.14054 -4.58661  0.00
H -2.15607 0.75997 -3.24529  0.01
H -4.56190 1.32848 -2.14224  0.00
H -3.07535 1.36945 -1.17564  0.00
H -4.32826 0.18838 0.24137  0.00
H -5.37848 -0.57737 -0.96097  0.00
H -3.04148 -1.59730 0.48410  0.03
H -2.77684 -3.55847 -0.82413  0.01
H -5.17257 -3.57676 -2.18161  0.00
H -3.67459 -3.89243 -3.00918  0.00
H -4.66282 -2.38111 -4.43127  0.00
H -5.35286 -1.36406 -3.11193  0.00
H 2.19300 -1.04798 2.03296  0.00
H 1.91242 -1.05727 3.81181  0.00
H 2.10496 0.49777 2.94000  -0.01
P 1.11036 1.83838 -0.73840  0.05
P -0.05118 -0.41997 2.61640  -0.07
C -0.27707 1.39206 0.26735  0.38
C -0.61327 0.81021 1.46617  0.43
C 1.19052 3.55707 -1.15939  0.04
C -0.02806 4.20621 -1.44859  0.00
C -0.01646 5.48540 -2.00450  0.00
C 1.20947 6.11107 -2.27929  0.01
C 2.42125 5.43320 -2.06126  0.00
C 2.41403 4.15608 -1.49676  0.01
C 1.09088 1.04276 -2.37215  -0.06
C 0.46655 -0.20882 -2.41523  0.03
C 0.61084 -1.04617 -3.51597  -0.01
C 1.23766 -0.56938 -4.67054  0.01
C 1.73209 0.73698 -4.70138  -0.01
C 1.75879 1.50837 -3.53147  0.00
C -0.67061 -0.10922 4.30759  0.02
C -0.63136 1.20577 4.80591  0.03
C -1.02480 1.47409 6.12344  0.01
C -1.48563 0.45101 6.95851  0.00
C -1.49565 -0.85869 6.47695  0.00
C -1.04590 -1.14515 5.18410  0.00
C -0.71563 -2.06929 2.23429  0.02
C 0.08263 -3.01113 1.56375  0.01
C -0.37955 -4.31721 1.37546  0.00
C -1.67351 -4.66421 1.78108  0.03
C -2.50730 -3.72046 2.38983  0.00
C -2.02931 -2.42559 2.60722  0.03
H -1.16324 1.86445 -0.21815  -0.05
H -1.62860 1.09119 1.80675  0.02
H -0.97953 3.70194 -1.28141  0.00
H -0.96133 5.99653 -2.22541  0.00
H 1.22587 7.13067 -2.67956  0.00
H 3.37698 5.89090 -2.33363  0.00
H 3.34629 3.60907 -1.34387  0.00
H -0.07167 -0.54038 -1.52151  0.02
H 0.19574 -2.04129 -3.45550  0.01
H 1.35400 -1.23195 -5.51894  0.00
H 2.19834 1.12733 -5.60985  0.00
H 2.35181 2.44019 -3.50352  0.00
H -0.28272 2.01903 4.16326  -0.01
H -0.97343 2.49402 6.50481  0.00
H -1.81807 0.66387 7.97861  0.00
H -1.84240 -1.67539 7.11075  0.00
H -1.01085 -2.18673 4.85444  0.00
H 1.06602 -2.71385 1.19763  0.00
H 0.27439 -5.06126 0.91307  0.00
H -2.03803 -5.67980 1.62767  0.00
H -3.52496 -3.98517 2.69774  0.00
H -2.67876 -1.69574 3.09875  0.00
O 2.45433 1.28538 -0.01649  0.01
C 2.98990 -0.00598 -0.14387  0.00
O 2.31332 -0.99245 -0.36415  0.00
C 4.42991 0.02995 0.07665  0.00
C 5.24465 -0.92698 -0.54597  0.00
C 6.62907 -0.78835 -0.44482  0.00
C 7.18153 0.26470 0.30156  0.01
C 6.34796 1.16761 0.97768  0.00
C 4.96562 1.04564 0.87350  0.00
H 4.77462 -1.72619 -1.11732  0.00
H 7.28462 -1.49891 -0.95449  0.00
H 8.26646 0.38244 0.36260  0.00
H 6.76754 1.97255 1.57989  0.00
H 4.28563 1.73535 1.36676  0.00

Atoms 1-6, force components in eV/Å:
2.1 -0.1 0.3
0.4 -0.8 -1.4
0.8 1.6 0.3
-0.7 -0.1 0.5
-0.3 0.9 -0.1
0.8 0.7 1.7

Properties
Spin multiplicity: 2
HOMO-LUMO gap (alpha / beta): 2.2 / 2.3 eV
Largest force on an atom: 3.37 eV Å⁻¹
⟨S²⟩: 0.79
HOMO energy (alpha / beta): -2.5912 / -2.6304 eV
DFT total energy: -111539.5417 eV
LUMO (alpha / beta): -0.377 / -0.298 eV
Energy relative to the best compared isomer or geometry (same formula, charge and spin): 103.6 kcal per mole